# 1
{
  "formula": "C15H17FeN2O3",
  "method": "wB97M-V/def2-TZVPD",
  "symbols": ["C", "C", "C", "N", "N", "C", "C", "H", "H", "H", "H", "H", "H", "H", "H", "H", "H", "O", "C", "Fe", "C", "O", "C", "O", "C", "C", "C", "C", "C", "C", "C", "H", "H", "H", "H", "H", "H", "H"],
  "positions_angstrom": [[-1.834232, -0.369477, 3.303673], [-1.666706, -1.884357, 3.286409], [-0.190172, -2.184566, 2.982596], [0.464234, -0.872313, 2.987298], [1.731473, -0.664313, 3.103274], [2.787329, -1.278228, 3.491449], [-0.477090, 0.252682, 2.936016], [-2.618497, -0.020854, 2.628186], [-2.096858, -0.037556, 4.313751], [-1.929981, -2.306886, 4.260833], [-2.305459, -2.357974, 2.537381], [0.267904, -2.855962, 3.729635], [-0.093076, -2.673869, 1.991593], [3.745123, -1.063932, 2.994898], [2.852089, -1.964964, 4.348752], [-0.484457, 0.726433, 1.932394], [-0.185037, 1.033609, 3.660417], [2.813395, 2.741746, -3.753588], [1.904362, 2.094727, -3.424094], [0.514353, 1.061409, -3.202256], [0.031480, 1.694477, -4.762735], [-0.129231, 2.120435, -5.835786], [1.408582, -0.210802, -4.106109], [1.966102, -1.023985, -4.732355], [-1.404282, 0.114980, -2.821223], [-0.875992, -0.821676, -1.912033], [0.179820, -0.576703, -1.079973], [0.935608, 0.614523, -1.126402], [0.407179, 1.921324, -1.242538], [-0.872614, 2.260872, -1.652968], [-1.528401, 1.505945, -2.606049], [-2.012040, -0.280359, -3.642146], [-1.279999, -1.840600, -1.949434], [0.554256, -1.398743, -0.457649], [1.970488, 0.566885, -0.772582], [1.022632, 2.719507, -0.831382], [-1.266487, 3.250627, -1.395152], [-2.305816, 2.007940, -3.182088]],
  "atomic_forces_ev_per_a": [[0.0, 0.7, 0.3], [-0.1, -0.6, 0.1], [-0.2, -1.0, -0.2], [1.0, 0.0, 1.0], [0.1, -0.1, -1.2], [-0.3, -0.2, 0.3], [-0.4, 0.9, -0.1], [0.2, -0.1, 0.1], [-0.1, -0.1, -0.3], [0.0, 0.0, -0.2], [0.1, 0.1, 0.1], [0.0, 0.4, -0.3], [0.2, 0.5, 0.4], [-0.6, 0.3, 0.2], [-0.5, 0.0, -0.3], [0.3, -0.5, 0.4], [0.1, -0.4, -0.3], [-1.8, -1.3, 0.7], [3.5, 2.7, -0.5], [0.2, 1.3, -0.8], [-1.5, 1.9, -4.2], [0.4, -1.0, 2.5], [2.1, -4.4, -2.0], [-1.6, 2.5, 1.7], [-1.7, -1.1, 0.2], [-1.3, -0.9, -0.6], [1.1, -0.3, 1.0], [0.6, -0.3, 2.3], [1.2, -0.4, 0.4], [-1.2, 1.5, 1.0], [-0.7, -0.5, -0.7], [0.2, 0.1, 0.4], [0.2, 0.4, -0.1], [0.1, 0.2, -0.4], [-0.4, 0.0, 0.0], [0.1, -0.1, -0.3], [0.3, -0.3, -0.4], [0.2, -0.1, -0.1]],
  "lowdin_spin": [0.001, 0.007, 0.040, 0.355, 0.258, 0.223, 0.033, 0.000, 0.000, 0.000, 0.000, 0.011, 0.014, 0.016, 0.022, 0.019, 0.010, -0.010, -0.004, 1.514, -0.001, -0.010, 0.016, -0.013, 0.226, 0.283, 0.297, 0.242, 0.068, 0.259, 0.055, 0.005, 0.015, 0.016, 0.007, 0.006, 0.015, 0.005],
  "homo_lumo_gap_ev": [3.98, 5.12],
  "multiplicity": 5,
  "lumo_ev": [-4.325, -6.217],
  "total_energy_ha": -2180.20404,
  "relative_energy_ev": 0.513,
  "total_charge": 1,
  "homo_energy_ev": [-8.305, -11.338]
}

# 2
{
  "formula": "C11H34N8O5",
  "method": "wB97M-V/def2-TZVPD",
  "symbols": ["C", "O", "C", "C", "C", "N", "H", "H", "H", "H", "H", "H", "H", "H", "H", "H", "H", "C", "O", "C", "C", "C", "N", "H", "H", "H", "H", "H", "H", "H", "H", "H", "H", "H", "N", "C", "N", "O", "H", "H", "H", "H", "N", "C", "N", "O", "H", "H", "H", "H", "N", "C", "N", "O", "H", "H", "H", "H"],
  "positions_angstrom": [[2.783764, -1.344930, 1.532415], [2.749781, -1.681403, 2.908599], [3.544094, -2.781974, 3.280398], [3.257621, -3.243049, 4.738802], [2.494780, -2.170308, 5.499251], [4.490030, -3.483340, 5.477366], [2.580040, -2.228868, 0.928985], [3.763428, -0.936758, 1.254207], [2.049081, -0.557291, 1.414450], [3.311309, -3.608270, 2.589528], [4.602076, -2.524239, 3.135678], [2.648343, -4.138916, 4.625177], [3.006777, -1.207199, 5.492565], [2.216463, -2.449605, 6.514854], [1.540597, -1.949173, 5.010697], [4.953057, -2.652638, 5.810819], [5.151703, -4.026387, 4.936099], [-7.862192, 2.201947, -2.629860], [-6.511284, 2.557081, -2.749050], [-5.646428, 1.582786, -2.227771], [-4.198269, 2.111595, -2.155736], [-3.681706, 2.353934, -3.560496], [-3.344889, 1.177477, -1.423356], [-8.072408, 1.246483, -3.128777], [-8.486223, 2.947542, -3.119189], [-8.166824, 2.132069, -1.580489], [-5.926239, 1.192336, -1.236101], [-5.708830, 0.718341, -2.914406], [-4.237263, 3.083781, -1.659754], [-3.374010, 1.433013, -4.063487], [-2.704368, 2.849042, -3.460458], [-4.320673, 3.000903, -4.151403], [-3.655775, 0.240519, -1.683595], [-3.571472, 1.229645, -0.432849], [0.481294, 1.931583, -1.868364], [0.591518, 0.638003, -1.429390], [-0.575968, -0.068841, -1.391965], [1.680438, 0.159642, -1.076781], [1.321006, 2.514032, -1.801031], [-0.431159, 2.349435, -1.822486], [-0.408442, -1.052634, -1.212515], [-1.446570, 0.438783, -1.457265], [0.305652, -4.954742, -1.239585], [0.546894, -3.599350, -1.090120], [1.744157, -3.117680, -1.521652], [-0.301914, -2.811454, -0.694138], [1.097942, -5.499200, -1.532325], [-0.584023, -5.166855, -1.655650], [1.832545, -2.111092, -1.417765], [2.541145, -3.656321, -1.800513], [2.709322, 3.255679, 0.588441], [2.999990, 4.065466, -0.479524], [3.905588, 5.055070, -0.181630], [2.485566, 3.932245, -1.576272], [2.026756, 2.531323, 0.447754], [3.054569, 3.487636, 1.497220], [4.273345, 5.657374, -0.893699], [4.476247, 4.947737, 0.636159]],
  "atomic_forces_ev_per_a": [[0.4, 0.1, 0.7], [-0.2, 0.1, 0.3], [-0.3, 0.1, -0.6], [0.5, 1.5, -0.2], [-1.2, 0.3, -0.3], [0.0, -1.3, 0.0], [-0.2, 0.1, -0.2], [0.0, -0.1, -0.1], [-0.2, -0.2, -0.4], [0.2, -0.1, 0.0], [0.1, -0.1, 0.2], [0.2, -0.2, 0.6], [0.3, -0.1, 0.1], [0.5, -0.2, 0.1], [0.1, -0.1, -0.1], [-0.2, 0.3, -0.2], [0.0, 0.0, 0.1], [-0.4, -0.3, -0.1], [0.1, 0.5, 0.4], [0.3, -0.5, -0.2], [-1.2, 0.0, -0.7], [1.7, 0.2, 0.3], [-0.4, -0.1, 0.2], [0.1, -0.1, 0.1], [0.2, 0.2, 0.0], [0.0, -0.1, 0.0], [-0.3, 0.4, 0.0], [0.3, -0.1, 0.2], [0.1, -0.1, 0.3], [-0.7, -0.1, -0.1], [-0.2, 0.2, -0.1], [-0.2, -0.2, -0.1], [0.3, 0.0, -0.1], [0.1, 0.1, 0.0], [0.4, -0.4, 0.3], [-0.3, 0.2, 0.3], [1.5, 0.5, -0.2], [-0.2, -0.2, -0.5], [-0.5, 0.1, -0.1], [0.1, 0.2, -0.2], [-0.9, -0.1, 0.4], [-0.2, -0.5, -0.1], [0.5, 0.3, 0.4], [-0.1, 0.5, -0.8], [0.0, 0.3, 0.4], [-0.3, -0.6, 0.1], [-0.2, -0.2, -0.3], [-0.1, -0.2, 0.2], [0.3, 0.0, 0.1], [-0.1, -0.2, -0.1], [0.1, 0.3, -0.6], [0.1, -0.1, 0.4], [0.0, 0.0, 0.3], [0.1, 0.2, -0.1], [0.1, -0.1, 0.1], [-0.2, -0.2, 0.2], [-0.2, -0.2, -0.3], [0.1, 0.1, 0.0]],
  "nbo_charge": [-0.239, -0.556, -0.063, -0.071, -0.616, -0.838, 0.166, 0.159, 0.210, 0.153, 0.153, 0.185, 0.205, 0.213, 0.226, 0.359, 0.351, -0.245, -0.540, -0.070, -0.070, -0.622, -0.839, 0.163, 0.194, 0.166, 0.159, 0.156, 0.195, 0.210, 0.212, 0.228, 0.358, 0.367, -0.869, 0.779, -0.889, -0.747, 0.432, 0.380, 0.435, 0.414, -0.848, 0.785, -0.853, -0.675, 0.376, 0.404, 0.442, 0.389, -0.844, 0.788, -0.845, -0.669, 0.424, 0.387, 0.406, 0.380],
  "smiles": "COC[C@H](C)N.COC[C@H](C)N.NC(N)=O.NC(N)=O.NC(N)=O",
  "homo_lumo_gap_ev": 9.59,
  "lumo_ev": 0.706,
  "total_energy_ha": -1253.84296,
  "relative_energy_ev": 0.250,
  "homo_energy_ev": -8.882
}